Entry 1:
Below is a cluster of 6 separate species, C39H35ClO12 in total at a distorted geometry, with properties calculated with wB97M-V/def2-TZVPD.

Positions of all 87 atoms, in Å:
H 7.68191 0.59780 0.26310
H 6.82810 -2.08756 -3.90376
H -4.88226 0.90529 7.26338
C -4.13881 2.10260 -1.81807
H -1.46961 2.78405 -0.80590
C 6.22946 0.00874 -1.16241
H -3.82047 3.78631 -3.17661
C -1.65121 -4.29397 1.71854
H 0.44841 1.66446 3.27446
O 0.33595 -4.73114 -1.18608
H 1.36519 -2.08694 -1.63672
C -4.45513 0.65434 -1.75392
H 0.47525 3.77746 0.11247
C 2.91838 2.84217 0.89521
C -0.59054 -4.23205 0.91866
H -4.88336 -1.11587 -2.84197
C 3.66086 -3.42939 -3.82466
C -0.76817 3.10614 4.28315
H 9.13307 -1.99721 -2.93116
O -3.06971 0.96655 5.41065
C 3.33202 -2.58563 -5.00024
C 0.17539 2.71157 3.13751
H -0.09579 1.93590 -1.53729
H 2.12319 -1.03223 -5.79135
C 1.66098 2.08293 0.44199
H -3.94409 1.59387 3.05939
C 1.95670 0.76271 1.14842
C -4.65897 -0.05702 -2.85851
C -4.26555 2.02096 -4.26561
H -3.86940 -6.00255 -0.38165
H 5.38801 0.51747 -0.70985
C 2.35608 -1.68556 -4.96029
O -3.93933 2.74790 -0.80957
Cl 1.03735 -0.60255 0.51325
C -0.51100 2.87465 1.77975
C -2.93976 -5.53182 -0.08799
C -4.58474 0.57064 -4.20336
C -1.88034 -5.46727 -0.88916
C 1.56321 -1.48068 -3.72409
O 3.35088 0.54682 0.88408
C 8.29377 -1.46620 -2.50026
C 0.28098 2.75383 0.45196
H -1.87453 -5.87964 -1.89016
C -4.70454 1.56403 3.83010
O -8.16446 2.03441 4.45121
H 3.14528 -3.82265 -1.73455
C -4.05876 2.73040 -3.16015
H -0.37079 3.91668 4.89485
H -0.98607 2.26228 4.93564
C 5.94739 -0.76776 -2.39525
C 2.87254 -3.21797 -2.58946
C 8.58240 -0.67935 -1.27215
H -6.34930 2.10147 2.60352
O 9.69892 -0.64086 -0.80187
H 0.33714 -3.75518 1.21057
C 7.45169 0.04819 -0.64070
C -4.23809 1.20802 5.19515
C -0.62373 -4.80981 -0.44940
O 0.68431 -0.64300 -3.67047
C -6.53026 1.43405 6.03593
H -1.65832 -3.87500 2.71688
H -0.98666 3.86029 1.77654
H 3.96576 -2.72457 -5.86734
H 1.09768 3.29705 3.18023
C -5.25065 1.16642 6.27953
O 4.82933 -0.81195 -2.86738
H 1.86310 1.84110 -0.61074
C 1.90957 -2.30472 -2.54213
O 5.09357 1.84583 0.36611
H 3.15520 3.74039 0.33167
C 7.07058 -1.51093 -3.01956
H -7.29112 1.40924 6.80557
C -6.99888 1.78923 4.67088
H 2.87804 3.06998 1.96501
H -4.49684 0.22078 -0.76256
C -5.98355 1.83467 3.58699
H 1.81513 0.78416 2.22391
O -3.87851 -5.00296 2.00495
H -1.34066 2.15924 1.74999
C -2.91024 -4.94891 1.27884
H -1.04681 1.17350 -0.24890
C -0.63040 2.11707 -0.60317
H -4.21238 2.45144 -5.25735
H -1.72859 3.44644 3.88730
O 4.57149 -4.23105 -3.86953
C 3.94727 1.76384 0.68575
O -4.77913 -0.07344 -5.20977

Output
Kohn-Sham gap	8.08	eV
strongest force on any atom	1.2	eV/A
lowest unoccupied orbital energy	-1.673	eV
SMILES string	CCC[C@H](C)[C@H]1CC(=O)O[C@@H]1Cl.O=C1C=CC(=O)C=C1.O=C1C=CC(=O)C=C1.O=C1C=CC(=O)C=C1.O=C1C=CC(=O)C=C1.O=C1C=CC(=O)C=C1
highest occupied orbital energy	-9.758	eV



Entry 2:
Below is a structure of composition C39H35F9N3O7PS3SeTl at a distorted geometry, with properties calculated with wB97M-V/def2-TZVPD.

Positions of all 99 atoms, in Å:
C -1.01400 1.09502 -0.59874
H -3.93578 1.43701 1.39102
H 1.21218 -3.91417 -4.80649
F 2.97176 0.04393 6.66944
C -1.86968 -2.25315 -2.24516
C -2.81056 4.92575 -3.97149
H -1.29346 2.80325 3.56610
C -3.74230 -0.52434 2.28386
H -2.91495 -1.76151 -4.04437
Se -0.41283 -3.04793 0.25291
C 3.82784 -0.77268 1.34523
H -3.26219 -4.11493 -4.71289
F 2.16962 -1.47144 7.92853
H -1.13793 -5.38229 -1.21412
H 2.35677 1.06945 -3.46112
H -5.05900 1.11824 2.71454
C -2.20822 -4.90138 -3.01897
H 7.12669 -1.45905 1.46974
C -1.40005 4.24139 -2.15632
H 5.09134 -1.34787 2.93939
N -3.05117 -0.86651 1.04107
H 2.65582 3.40001 -4.15752
H 3.19110 -2.75494 -1.20032
C -1.90405 5.23967 -2.96259
C -1.52083 -3.59726 4.75510
H 2.43728 2.28261 0.63574
C 2.26467 -3.46776 -2.99096
C -1.35719 1.91104 -1.42906
C -2.72138 -3.87882 -3.80677
H -3.01506 -1.87808 0.93786
S -0.08551 -2.86686 3.73209
C -2.67718 2.60811 -3.38044
C -3.13503 1.75554 3.35804
C 1.39261 -3.18200 -4.03017
C 0.74106 -1.95982 -4.06209
S 2.39300 -0.56975 2.39890
H 0.43890 -0.07757 -3.08245
O -0.89690 -1.80380 3.13633
F -4.24449 5.64500 -5.73502
C -3.38649 6.04496 -4.78063
N -0.88013 0.92619 2.71358
F -1.14395 -4.50323 5.66416
H -1.80431 2.59492 1.87852
H -1.60892 6.26988 -2.81832
P 2.00992 -0.12685 -0.64583
H -1.73483 -1.22094 -1.94447
H -2.33675 -5.93331 -3.31853
F -2.44039 6.77605 -5.41097
C 2.51524 -2.52184 -2.01204
H -0.69734 4.47138 -1.36940
H -2.96890 1.58171 -3.54357
Tl -0.50389 -0.53230 0.85666
C -4.02613 0.98275 2.38238
O 1.49768 -1.67969 2.02739
F -4.06958 6.92649 -4.01444
H 2.77502 4.63324 -0.06796
C -1.80062 2.91330 -2.33650
C 6.04524 -0.87736 -0.28763
F -2.22771 -2.64952 5.39110
C 1.90082 -1.27133 -2.06278
H 2.83086 5.19801 -2.47869
H 6.92194 -0.89609 -0.92218
C 2.40139 -1.16153 6.63630
N 0.91318 -2.55006 4.88230
C -1.53448 -4.59981 -1.85146
C -2.53882 -2.56162 -3.42011
H 2.75508 -4.43151 -2.94534
C 3.68465 -0.50929 -0.00545
O 1.81240 0.70365 1.95225
C 0.97523 -1.01772 -3.07514
H 4.72037 -0.33458 -1.88204
F -2.40700 -4.21539 3.94131
F 3.29877 -2.05594 6.22876
H -3.63726 2.69777 3.59832
C 2.71581 4.16915 -2.16277
C 6.16390 -1.18713 1.06057
C 2.36272 1.52274 -1.35712
C 5.05027 -1.13300 1.88201
C -1.73755 2.09947 2.85219
C 2.43049 1.84065 -2.70843
C -1.36140 -3.27242 -1.44600
O 0.25433 -4.02817 2.97559
O 2.91117 -0.56330 3.73135
C 4.81086 -0.55368 -0.82596
H 0.04092 -1.74381 -4.85735
H 0.10328 1.18895 2.78776
C 2.67434 3.85387 -0.81195
C 2.60558 3.15898 -3.10381
S 0.72314 -1.23630 5.74994
O 0.42085 -0.02209 5.04318
C -3.18152 3.60640 -4.19265
C 2.49349 2.54248 -0.41179
H -3.86552 3.37184 -4.99513
H -3.03844 1.18723 4.28691
H -3.53003 -0.47757 0.23374
H -3.10235 -0.86079 3.10239
O -0.14999 -1.47289 6.86760
H -4.69438 -1.06925 2.35621
H -1.01111 0.28610 3.49518

Output
Kohn-Sham gap	7.39	eV
strongest force on any atom	4.1	eV/A
lowest unoccupied orbital energy	1.978	eV
charge	-1
highest occupied orbital energy	-5.415	eV
energy above the lowest of the compared OMol25 structures with the same formula, charge and spin	38.49	kcal/mol



Entry 3:
Below is a cluster of 6 separate species, C39H35N5O13 in total at a distorted geometry, with properties calculated with wB97M-V/def2-TZVPD.

Positions of all 92 atoms, in Å:
H -4.82496 -4.28869 -0.15308
C 2.35289 -0.94367 -0.87254
H -1.68007 9.11861 2.78396
H -4.42625 -8.35808 -1.43068
C 0.17630 9.38078 1.73089
C -3.00056 0.86781 1.35848
C -3.19512 3.75530 3.72469
H 6.85097 -2.96910 -0.07552
H -2.43707 7.25647 1.35973
H -3.74352 1.81773 4.47547
H -1.77516 0.36375 -0.42947
C 1.23477 -1.52194 -1.80347
C -1.05197 8.77148 1.97057
O -2.41402 7.65048 4.79949
O 1.57089 -2.59890 -4.74469
C 0.71890 -4.73990 -4.84090
H -2.66395 5.77517 3.25105
H -1.13829 3.61985 0.96575
C -2.81382 -5.04566 -0.22597
H 0.46361 -0.43331 2.30292
H -2.36955 -4.11343 0.10923
H 6.78767 1.24468 -1.02017
H -3.30859 -0.68481 -0.33745
C -3.52469 3.25243 6.06283
N -2.64393 6.87497 5.71887
H 3.40472 -0.83230 -1.31488
H -0.33463 -7.91860 -4.34069
H 1.94661 9.41584 0.51025
C -2.90381 5.07681 4.04541
H -0.56007 -5.51032 -7.88494
C -3.96632 -7.43546 -1.09385
H 2.96454 -0.15055 1.27779
C 7.91871 0.67286 0.70682
C -0.51097 -6.82861 -6.18598
N -1.72478 -8.46195 -1.27516
O -0.51913 -8.32468 -1.11233
C -2.58496 -7.32484 -0.94964
C 0.34454 -4.57380 -6.17395
H -3.24753 4.87494 7.43454
H 8.28985 -2.49705 1.86852
C 2.13547 -0.55565 0.60774
C 6.72082 -0.89131 -0.67036
O -2.13759 1.94082 1.71298
H -2.96575 3.52156 0.48598
H -0.92962 -6.04563 -0.39262
C -2.00043 2.91978 0.64694
C -0.14286 -6.98129 -4.85287
H -3.76864 2.53963 6.84370
C 0.71972 -0.69660 1.21769
O 5.50969 -0.21229 -2.51034
O -2.21795 5.71388 -0.52571
O -0.36478 5.82690 -1.63797
C 0.47574 -5.93562 -4.17564
C -3.23178 4.57186 6.39346
O -1.74299 -1.31823 0.93833
C -2.47460 -0.21614 0.28279
N 1.38822 -3.64577 -4.13300
H 1.39096 -1.80328 -2.88627
C 7.95687 -1.68324 1.23305
C -0.42866 -1.24361 0.30749
C -2.92843 5.47892 5.37953
C 0.57461 7.88587 -0.11808
O 1.73242 -3.83653 -2.97081
C -3.50895 2.84696 4.73095
O -2.65581 7.18865 6.90034
H -0.98681 -7.64984 -6.71356
C 7.10838 0.41885 -0.39472
H -1.69875 2.49166 -0.36735
C -0.66107 7.28656 0.12048
C 7.14436 -1.94646 0.13522
C -1.47646 7.72061 1.16451
H 8.22084 1.68983 0.93422
O 5.50035 -2.31700 -2.00644
O -2.25562 -9.47982 -1.69634
N 5.84693 -1.16091 -1.81446
H 1.21736 7.55033 -0.92447
C -0.27027 -5.62626 -6.84581
H 8.96700 -0.17307 2.38211
H -3.18163 3.43333 2.68973
H 0.76022 -6.07039 -3.13743
C 8.33898 -0.37586 1.51973
O -4.13331 0.70097 1.87485
H 0.50130 10.20609 2.35725
N -1.11361 6.19465 -0.74446
H 0.52587 -3.64208 -6.69847
C -2.00388 -6.13689 -0.51121
C -0.18413 -1.68207 -1.19164
C -4.77128 -6.33890 -0.80130
H -5.84811 -6.41195 -0.91171
H -1.10831 -2.07771 -1.73693
C -4.19476 -5.14553 -0.37226
C 0.98949 8.93792 0.69128

Output
Kohn-Sham gap	7.70	eV
strongest force on any atom	5.0	eV/A
lowest unoccupied orbital energy	-0.705	eV
SMILES string	O=[N+]([O-])c1ccccc1.O=[N+]([O-])c1ccccc1.O=[N+]([O-])c1ccccc1.O=[N+]([O-])c1ccccc1.O=[N+]([O-])c1ccccc1.COC(=O)COc1ccccc1
highest occupied orbital energy	-8.402	eV



Entry 4:
Below is a structure of composition C39H36AsCl2N4O11S2SiW at a distorted geometry, with properties calculated with wB97M-V/def2-TZVPD.

Positions of all 97 atoms, in Å:
C -0.76825 3.15920 2.63846
C -4.23069 1.65190 -2.72937
H 1.79331 1.92162 -2.49258
H -2.28089 4.45256 3.41866
H 4.17640 2.54335 2.40581
C 1.16880 -4.84645 0.39076
H -5.79790 -1.82816 -2.44462
C 5.34550 -0.51227 4.62104
N -1.46401 1.34676 1.27616
O -0.41995 -0.89379 1.34955
C -5.42094 2.10582 1.99790
C 5.39092 -1.33441 -5.20700
As 0.19809 -2.56118 1.55436
C 2.07389 -0.19170 -2.35096
H 1.66675 -4.84427 1.35233
C -3.05223 3.99588 -1.09581
C 2.77236 -1.33832 -2.77494
O -3.08447 -0.43459 0.73372
C 3.73251 -1.13844 -3.72213
C -3.11522 2.80112 2.29722
H -3.83492 3.54540 -0.48040
H 3.57239 2.22840 -4.23219
Si -1.73830 2.74342 -1.61589
C -5.36499 -0.84190 -2.54983
O 4.53493 -2.06020 -4.32433
H 0.59145 2.72104 -0.45798
O 0.16603 0.59926 -1.11382
H -2.57693 4.79159 -0.52030
S 2.67295 0.80303 0.93314
C -3.67445 0.68150 1.18269
O -1.13002 -3.22628 2.47500
H 4.56029 1.65633 3.85643
O -2.65684 -3.53206 -2.30389
C -0.32487 -3.85062 -1.18606
S -1.69595 -2.80908 -1.56142
C -4.50909 3.01540 2.45888
Cl -6.18361 -0.26801 0.94865
C 3.99145 -0.72879 4.39011
H -0.61305 1.91185 -3.63514
C -2.05762 3.57036 2.83376
C -3.58702 0.70260 -1.91897
H -0.88420 -3.19814 3.41127
H 2.13467 -6.64669 -0.25359
H 2.13823 -1.42113 5.19954
H -5.83214 2.13220 -4.04360
O -1.41772 -1.42519 -2.10632
H 2.55738 -2.31319 -2.36145
C 5.07154 -1.24779 6.89635
C 0.28508 -3.82922 0.07468
H 6.42365 -1.41551 -4.86576
H -6.47789 2.27883 2.14243
H -2.12610 2.65004 -4.12541
H -0.76357 3.67401 -3.66943
C 1.00628 -0.35827 -1.38318
C 0.84542 -5.86091 -1.76989
H 3.09555 -1.88230 7.43987
H -3.84490 2.64762 -2.84190
C -1.29058 2.74673 -3.43533
O -2.05320 -2.34869 -0.15158
C 1.44378 -5.86087 -0.52699
C -2.75335 1.66112 1.58068
H 0.24170 4.07491 -1.51550
W -1.40340 -0.37388 -0.22816
H 0.52419 1.72695 1.60337
H 5.98352 -0.17998 3.81149
N 4.11268 1.70698 2.95633
C -0.19107 3.40662 -0.76389
H 2.76846 -1.19026 2.75219
C -5.38380 1.35790 -3.43461
C -0.49321 2.04176 1.82340
C 3.18406 -1.23187 5.40459
C 4.00885 0.12713 -4.23471
H -0.58209 -4.87763 -3.04358
C -5.01091 0.90207 1.37702
C 3.72707 -1.49334 6.65205
C 5.87767 -0.76314 5.87793
C -0.06348 -4.85890 -2.09444
N 3.40691 -0.48019 3.11979
H 1.05801 -6.64340 -2.48463
N -2.35115 1.03824 -1.24321
C -4.21277 -0.54974 -1.83530
O 1.54124 -2.52793 2.45748
O 0.73151 -1.45669 -0.86157
C 3.45214 0.66319 2.42958
C 3.33889 1.25574 -3.82508
H 0.06364 3.69570 3.07136
C 2.35096 1.07148 -2.86154
O 4.98814 0.03990 -5.16157
Cl -5.05172 4.44053 3.26469
H -3.86228 -1.32815 -1.18326
H -3.55369 4.46594 -1.94339
C -5.96013 0.10104 -3.36420
H 6.93168 -0.59418 6.05454
H 5.49039 -1.44384 7.87401
H -0.46007 4.02775 0.08926
H -6.85435 -0.13238 -3.92535
H 5.26870 -1.70879 -6.22246

Output
Kohn-Sham gap	5.82	eV
strongest force on any atom	1.0	eV/A
lowest unoccupied orbital energy	-4.387	eV
charge	+1
highest occupied orbital energy	-10.205	eV
energy above the lowest of the compared OMol25 structures with the same formula, charge and spin	47.93	kcal/mol



Entry 5:
Below is a structure of composition C39H36BeClN3Si2 at a distorted geometry, with properties calculated with wB97M-V/def2-TZVPD.

Positions of all 82 atoms, in Å:
C -2.31783 1.03832 2.62858
H 1.49941 -2.48744 -1.40436
H 0.23283 1.46374 -3.89327
C 4.50985 -1.56844 1.52392
C -4.36979 -0.18434 2.75047
C -0.03303 0.41448 -4.06042
H 1.68531 2.37312 0.04630
C -3.67481 0.98862 0.77296
H 0.11187 0.53798 -6.22410
H -4.20751 -1.45642 -1.44030
H -5.04792 -0.85730 3.26788
C 3.56366 -2.09978 -1.90611
C 3.47216 -0.66597 1.77609
C 1.50863 2.27285 1.12356
H -3.89627 1.42471 -0.19267
C 1.03038 2.08519 3.83193
Si 0.11890 -3.07682 1.74409
H -0.76066 -2.42176 -2.34323
C -2.18426 3.35241 -1.31456
H -1.33785 1.60739 4.33856
H 3.68194 0.40363 1.87752
C -0.39142 -1.46194 -5.58279
C 2.16118 -1.12803 1.89415
C -0.75014 -2.47700 0.19532
H -3.60182 4.99747 1.24045
H -1.38015 -4.48819 -0.18362
Cl -0.73209 -1.94620 3.28748
C -0.56098 -1.76977 -3.19199
H -0.84434 -3.36717 -4.62654
H -2.49927 0.25489 -1.25747
H 5.07134 0.96775 -1.83665
C -0.09496 -0.10703 -5.36476
C 1.87667 -2.48358 1.69960
C -2.93245 4.44382 0.58019
C 2.27701 -1.72186 -1.52493
C -3.30385 3.94358 -0.72286
C -0.26706 -0.42591 -2.96093
H -2.98152 0.06064 4.41291
C -1.58583 4.15207 0.79981
H 0.06757 1.56050 -1.14003
H 1.35794 -0.42069 2.12346
H -2.10981 2.89168 -2.30443
H 2.68891 -4.45172 1.31531
H 2.72698 1.66192 -1.40296
H 5.06318 -3.63602 1.19901
H 0.06827 -4.43882 2.05838
H 3.38497 3.13807 1.61968
H -3.56607 -3.85440 -1.16653
C -1.61816 -3.42671 -0.32106
C -3.22649 0.28647 3.37289
H 5.53128 -1.18291 1.43325
N -2.44473 1.27774 1.29892
N 0.28212 1.81346 1.53988
C 4.23657 -2.93555 1.37876
C -1.05279 3.46912 -0.38109
H 3.04686 2.81117 4.11891
H -4.27699 4.10832 -1.19299
C -0.62167 -2.30253 -4.48902
C 2.96772 0.59740 -1.47304
H -5.54668 0.00049 0.93493
Si 0.11740 0.09285 -1.16069
C 4.28095 0.21168 -1.77520
C 2.91459 -3.39087 1.45180
C 2.27210 2.53859 3.40300
H 3.77059 -3.15110 -2.10833
N -1.24770 1.59060 3.32670
H -0.01181 3.57475 -0.71102
C -3.20765 -1.73546 -1.07639
C 4.57017 -1.13611 -2.01213
C -2.29944 -0.73749 -0.80416
C -2.84944 -3.07795 -0.90506
C -4.61975 0.24490 1.44108
C 1.96867 -0.37314 -1.30182
H -0.45396 -1.87445 -6.59549
H 0.75940 1.99234 4.88211
H -1.00517 4.41605 1.68250
H 5.58517 -1.44401 -2.26961
C 2.47627 2.67776 2.01668
C 0.04247 1.79996 2.88023
H -1.01103 -0.52677 0.96698
Be -1.00178 1.76835 0.41814
C -1.05440 -1.01522 -0.03174

Output
Kohn-Sham gap	4.25	eV
strongest force on any atom	3.9	eV/A
lowest unoccupied orbital energy	-0.785	eV
highest occupied orbital energy	-5.039	eV
energy above the lowest of the compared OMol25 structures with the same formula, charge and spin	35.85	kcal/mol